No. 1
Here is one molecule with the formula C23H32N2O from OMol25. Energies are from ωB97M-V/def2-TZVPD.

```
58
Properties=species:S:1:pos:R:3:forces:R:3:nbo_charge:R:1
C 0.870 4.440 1.741 0.041 -0.054 -0.022 -0.629
C -0.291 3.666 1.194 -0.015 0.004 0.005 -0.005
C -0.565 3.670 -0.168 0.017 -0.014 0.008 -0.217
C -1.614 2.930 -0.682 -0.101 0.008 0.090 -0.200
C -2.417 2.157 0.148 -0.095 0.119 0.040 -0.072
C -3.516 1.291 -0.423 0.003 -0.065 -0.041 -0.222
N -3.152 -0.061 -0.813 -0.098 0.160 0.006 -0.456
C -2.242 -0.193 -1.931 0.221 -0.066 -0.100 -0.221
C -0.759 -0.260 -1.549 -0.103 0.054 -0.195 -0.249
N -0.549 -1.313 -0.570 -0.042 -0.052 0.080 -0.457
C 0.854 -1.475 -0.225 0.012 -0.076 -0.258 -0.216
C 1.656 -2.134 -1.346 0.019 -0.009 0.290 -0.393
C 3.062 -2.526 -0.872 -0.161 0.129 -0.206 -0.436
C 3.852 -1.315 -0.462 0.124 -0.126 0.056 0.086
C 4.385 -0.468 -1.427 -0.014 -0.019 0.017 -0.252
C 5.080 0.671 -1.062 0.020 0.077 -0.072 -0.202
C 5.253 0.980 0.276 0.051 0.101 0.052 -0.230
C 4.730 0.142 1.245 0.017 0.066 0.093 -0.193
C 4.035 -0.997 0.877 0.017 -0.023 -0.034 -0.254
C -1.342 -1.010 0.612 -0.071 0.117 0.236 -0.264
C -2.835 -0.995 0.255 0.003 -0.355 0.007 -0.036
C -3.312 -2.397 -0.162 -0.013 0.037 0.549 -0.434
C -3.452 -3.380 1.000 -0.411 0.009 -0.459 -0.058
O -2.224 -3.812 1.539 0.536 -0.227 0.157 -0.722
C -2.159 2.176 1.513 -0.072 0.076 -0.127 -0.147
C -1.110 2.916 2.028 0.029 0.001 -0.001 -0.236
H 0.997 5.378 1.205 0.050 0.076 0.015 0.216
H 0.731 4.654 2.799 0.040 0.051 0.062 0.215
H 1.788 3.862 1.629 0.083 0.033 0.033 0.223
H 0.051 4.259 -0.833 0.059 0.075 -0.059 0.208
H -1.811 2.953 -1.745 -0.035 -0.008 -0.117 0.207
H -4.324 1.200 0.310 0.003 0.081 -0.059 0.200
H -3.926 1.773 -1.317 -0.030 0.031 0.104 0.200
H -2.405 0.637 -2.621 -0.030 -0.022 -0.047 0.200
H -2.500 -1.120 -2.455 0.107 0.059 -0.109 0.195
H -0.182 -0.485 -2.447 -0.003 0.057 -0.018 0.200
H -0.420 0.715 -1.154 0.042 -0.124 -0.039 0.176
H 0.897 -2.121 0.657 0.039 0.040 0.050 0.192
H 1.317 -0.508 0.044 -0.065 -0.071 0.063 0.175
H 1.121 -3.024 -1.682 -0.044 0.010 -0.049 0.209
H 1.749 -1.453 -2.192 -0.008 -0.021 -0.089 0.197
H 3.576 -3.039 -1.689 0.022 -0.058 0.077 0.215
H 2.981 -3.218 -0.032 0.039 -0.053 -0.011 0.205
H 4.256 -0.707 -2.473 -0.015 -0.034 -0.118 0.207
H 5.489 1.319 -1.824 0.035 0.043 -0.056 0.211
H 5.795 1.869 0.562 0.044 0.060 0.021 0.212
H 4.862 0.375 2.292 0.013 0.017 0.076 0.210
H 3.628 -1.647 1.639 -0.047 -0.081 0.068 0.209
H -1.169 -1.780 1.365 0.020 0.077 -0.035 0.226
H -1.052 -0.036 1.041 0.012 -0.119 -0.053 0.178
H -3.400 -0.691 1.142 -0.001 0.010 -0.006 0.197
H -4.284 -2.290 -0.645 -0.017 -0.009 -0.045 0.221
H -2.605 -2.805 -0.887 -0.062 -0.087 -0.103 0.210
H -3.991 -2.922 1.833 -0.054 -0.023 -0.058 0.171
H -4.030 -4.253 0.658 -0.017 0.159 0.095 0.159
H -1.666 -4.109 0.810 -0.038 0.010 0.064 0.464
H -2.785 1.602 2.183 -0.078 -0.073 0.063 0.200
H -0.924 2.910 3.093 0.025 0.022 0.107 0.208
```
Positions in Å, forces in eV/Å.

Results
- HOMO level: -0.2889 Eh
- Energy relative to the best compared isomer or geometry (same formula, charge and spin): 35.3 kcal/mol
- E_LUMO: 0.78 eV
- HOMO-LUMO gap: 8.6 eV
- Structure (SMILES): Cc1ccc(CN2CCN(CCCc3ccccc3)C[C@@H]2CCO)cc1


No. 2
Here is C23H32N4O3Ru as an isolated structure from OMol25. Energies are from ωB97M-V/def2-TZVPD.

```
63
Properties=species:S:1:pos:R:3:forces:R:3:nbo_charge:R:1
Ru 0.703 0.849 0.816 2.567 1.291 -2.566 0.867
C 1.451 3.739 0.479 0.010 -0.042 -0.052 -0.411
N 0.423 2.784 -0.045 -0.135 0.179 -0.431 -0.419
C -0.915 3.395 0.187 0.077 -0.166 -0.006 -0.408
C 0.698 2.645 -1.494 0.013 -0.095 0.054 0.258
C 0.508 3.715 -2.346 0.053 -0.058 -0.151 -0.250
C 0.892 3.622 -3.679 -0.023 0.012 0.048 -0.137
C 1.494 2.467 -4.161 0.015 0.001 0.013 -0.189
C 1.669 1.381 -3.328 0.031 -0.009 0.073 -0.178
C 1.236 1.433 -1.995 -0.097 0.464 -0.263 0.048
N 1.307 0.401 -1.092 -0.676 0.112 2.307 -0.363
C 1.361 -0.965 -1.314 0.064 -0.041 0.043 0.152
C 1.117 -1.595 -2.539 -0.005 -0.159 0.028 -0.198
C 1.043 -2.977 -2.601 -0.018 0.075 -0.017 -0.200
C 1.215 -3.745 -1.457 0.013 0.092 0.007 -0.149
C 1.430 -3.134 -0.223 -0.091 -0.045 -0.106 -0.246
C 1.480 -1.758 -0.140 0.140 0.328 0.052 0.153
N 1.715 -1.040 1.114 -0.271 -0.756 -0.135 -0.415
C 3.180 -0.724 1.179 -0.057 -0.026 -0.041 -0.417
C 1.381 -1.840 2.314 0.105 0.065 -0.039 -0.409
H 1.381 4.678 -0.069 0.034 -0.004 0.036 0.214
H 2.446 3.317 0.352 -0.001 -0.004 0.012 0.231
H 1.269 3.925 1.532 0.002 0.006 0.024 0.219
H -0.938 4.423 -0.170 -0.063 0.011 0.005 0.209
H -1.100 3.392 1.259 -0.035 0.018 -0.010 0.213
H -1.669 2.803 -0.323 -0.019 0.008 0.019 0.232
H 0.091 4.645 -1.988 -0.020 0.004 0.017 0.234
H 0.751 4.471 -4.333 -0.006 0.008 -0.001 0.245
H 1.839 2.425 -5.184 0.001 -0.020 -0.006 0.247
H 2.182 0.503 -3.691 0.022 0.024 -0.012 0.234
H 0.917 -1.009 -3.422 0.013 -0.042 -0.006 0.237
H 0.840 -3.456 -3.549 0.011 -0.008 -0.001 0.245
H 1.179 -4.823 -1.520 0.002 -0.020 0.012 0.242
H 1.551 -3.748 0.656 -0.001 -0.007 0.010 0.240
H 3.739 -1.661 1.193 0.032 0.028 0.014 0.216
H 3.382 -0.154 2.080 0.036 -0.009 0.017 0.237
H 3.465 -0.143 0.305 0.058 0.010 0.023 0.221
H 2.025 -2.716 2.397 0.023 0.008 0.029 0.204
H 0.338 -2.130 2.279 -0.007 -0.026 0.041 0.231
H 1.560 -1.208 3.181 -0.070 -0.035 0.023 0.221
O -1.093 0.385 -0.105 -1.051 -0.696 0.515 -0.672
C -1.731 -0.345 0.721 0.706 0.240 0.059 0.770
O -1.302 -0.600 1.860 -1.011 -0.255 -0.200 -0.698
C -3.031 -0.954 0.228 -0.141 -0.053 0.149 -0.153
N -3.664 -1.637 1.424 0.009 -0.068 0.009 -0.516
C -3.936 -3.076 1.049 -0.082 0.164 0.084 -0.217
C -2.840 -3.362 0.042 -0.026 -0.090 -0.020 -0.428
C -2.803 -2.083 -0.793 0.035 0.070 -0.055 -0.410
H -3.698 -0.177 -0.138 0.045 0.016 -0.014 0.257
H -4.495 -1.154 1.761 -0.023 -0.027 -0.043 0.443
H -2.943 -1.577 2.165 0.034 0.059 -0.053 0.466
H -4.922 -3.101 0.588 0.011 -0.056 0.003 0.229
H -3.942 -3.679 1.953 0.044 -0.043 -0.039 0.245
H -3.073 -4.244 -0.551 0.026 -0.003 -0.013 0.262
H -1.885 -3.534 0.544 -0.007 0.013 0.023 0.222
H -3.606 -2.080 -1.530 -0.011 -0.015 0.002 0.239
H -1.863 -1.936 -1.322 0.000 -0.013 0.003 0.254
C 0.013 1.898 3.877 0.154 0.145 -0.068 -0.740
C 0.702 1.548 2.618 -0.217 -0.527 0.397 0.504
O 1.905 1.635 2.346 -0.198 -0.021 0.127 -0.516
H 0.258 1.131 4.617 -0.008 -0.038 -0.021 0.281
H -1.061 1.909 3.719 -0.001 0.022 0.090 0.247
H 0.374 2.851 4.268 -0.012 0.005 0.001 0.267
```
Positions in Å, forces in eV/Å.

Results
- HOMO level (spin up / spin down): -0.4973 / -0.4998 Eh
- Energy relative to the best compared isomer or geometry (same formula, charge and spin): 0.0 kcal/mol
- E_LUMO (spin up / spin down): -7.92 / -7.90 eV
- Net charge: +2
- HOMO-LUMO gap (spin up / spin down): 5.6 / 5.7 eV


No. 3
Here is one molecule with the formula C23H32N4O4S from OMol25. Energies are from ωB97M-V/def2-TZVPD.

```
64
Properties=species:S:1:pos:R:3:forces:R:3:nbo_charge:R:1
O 4.301 2.249 -4.168 0.135 0.383 -0.255 -0.609
C 4.027 1.272 -3.527 0.159 -0.172 -0.095 0.784
N 4.820 0.109 -3.440 0.292 0.182 -0.272 -0.653
C 4.293 -0.843 -2.622 -0.234 0.054 0.085 0.682
O 4.771 -1.912 -2.351 0.019 -0.270 0.127 -0.571
C 2.984 -0.247 -2.101 -0.212 -0.166 0.443 -0.131
C 3.004 -0.143 -0.571 -0.112 -0.048 -0.383 -0.507
C 1.702 0.471 -0.072 0.780 -0.130 0.072 0.726
O 1.002 1.142 -0.816 -0.100 0.104 -0.310 -0.674
N 1.371 0.254 1.217 -0.300 -0.002 0.144 -0.437
C 2.303 -0.356 2.140 0.188 -0.095 0.091 -0.240
C 2.276 -1.856 2.109 0.326 -0.181 0.335 -0.221
C 1.443 -2.690 1.435 0.065 0.244 0.028 -0.278
C 1.744 -4.056 1.651 0.155 -0.205 0.112 -0.247
C 2.799 -4.237 2.480 0.182 0.160 0.166 -0.401
S 3.459 -2.743 3.023 -0.458 -0.016 -0.360 0.414
C 0.024 0.697 1.646 0.160 0.123 -0.028 0.058
C -0.929 0.230 0.506 -0.019 0.397 0.277 0.739
O -1.023 -0.963 0.292 -0.102 -0.338 -0.122 -0.671
N -1.665 1.170 -0.111 -0.302 0.262 -0.017 -0.619
C -2.555 0.874 -1.229 0.066 -0.467 0.054 -0.034
C -1.807 0.259 -2.414 -0.084 0.276 -0.129 -0.420
C -2.767 0.028 -3.576 0.088 -0.253 0.092 -0.395
C -3.912 -0.884 -3.144 -0.151 0.276 -0.130 -0.396
C -4.652 -0.282 -1.953 0.110 -0.241 0.074 -0.394
C -3.693 -0.048 -0.790 -0.179 0.253 -0.127 -0.415
C -0.461 -0.050 2.897 -0.167 -0.203 -0.113 -0.412
C -1.818 0.491 3.341 0.197 0.069 0.240 -0.388
C -1.686 1.960 3.727 -0.233 -0.007 -0.229 -0.398
C -1.219 2.770 2.523 0.127 0.089 0.255 -0.405
C 0.078 2.203 1.942 -0.280 0.041 -0.151 -0.419
N 2.945 1.028 -2.762 -0.430 0.103 0.197 -0.627
H 5.693 0.013 -3.935 -0.081 0.030 0.049 0.429
H 2.132 -0.872 -2.400 0.188 -0.028 -0.005 0.230
H 3.840 0.493 -0.265 0.033 -0.032 0.036 0.234
H 3.149 -1.143 -0.165 0.074 0.035 0.066 0.260
H 3.315 -0.006 1.911 -0.138 0.003 0.065 0.220
H 2.083 -0.004 3.150 0.071 0.055 -0.162 0.226
H 0.633 -2.347 0.814 -0.142 0.158 -0.084 0.269
H 1.192 -4.862 1.203 -0.074 -0.175 -0.068 0.227
H 3.242 -5.154 2.814 0.053 -0.236 0.032 0.236
H -1.294 2.105 -0.094 0.067 -0.088 0.087 0.405
H -2.982 1.837 -1.536 0.022 -0.064 0.023 0.194
H -0.990 0.920 -2.710 0.050 -0.023 0.008 0.213
H -1.375 -0.689 -2.094 0.062 -0.004 0.008 0.222
H -3.171 0.986 -3.913 -0.024 0.050 -0.091 0.190
H -2.229 -0.421 -4.414 -0.005 0.076 -0.061 0.210
H -3.509 -1.858 -2.862 0.005 -0.104 -0.018 0.197
H -4.604 -1.033 -3.976 0.007 -0.092 -0.008 0.206
H -5.455 -0.951 -1.637 -0.071 0.063 -0.005 0.210
H -5.105 0.668 -2.249 -0.092 0.037 -0.027 0.189
H -3.269 -0.997 -0.462 -0.005 0.003 0.045 0.228
H -4.223 0.401 0.053 0.035 -0.007 0.056 0.205
H -0.530 -1.114 2.672 0.095 0.038 0.035 0.247
H 0.233 0.087 3.727 0.069 0.021 0.000 0.198
H -2.545 0.381 2.535 -0.113 -0.047 0.002 0.205
H -2.171 -0.091 4.195 -0.045 -0.050 -0.065 0.215
H -2.644 2.345 4.080 0.017 0.034 0.080 0.211
H -0.966 2.057 4.543 0.020 0.016 0.085 0.191
H -2.012 2.761 1.775 -0.011 0.078 0.018 0.203
H -1.048 3.808 2.814 -0.040 0.024 -0.064 0.212
H 0.366 2.747 1.040 0.098 -0.014 0.018 0.222
H 0.879 2.352 2.673 0.038 -0.023 -0.023 0.209
H 2.205 1.683 -2.565 0.152 0.044 -0.107 0.446
```
Positions in Å, forces in eV/Å.

Results
- HOMO level: -0.3277 Eh
- Energy relative to the best compared isomer or geometry (same formula, charge and spin): 0.0 kcal/mol
- E_LUMO: 0.46 eV
- HOMO-LUMO gap: 9.4 eV
- Structure (SMILES): O=C1NC(=O)[C@@H](CC(=O)N(Cc2cccs2)C2(C(=O)NC3CCCCC3)CCCCC2)N1


No. 4
Here is C23H33AuN4O7S as an isolated structure from OMol25. Energies are from ωB97M-V/def2-TZVPD.

```
69
Properties=species:S:1:pos:R:3:forces:R:3:nbo_charge:R:1
Au -0.676 0.512 0.950 -0.073 0.007 0.094 1.292
C -2.693 -3.757 2.717 0.003 -0.002 -0.004 -0.422
N -3.351 -2.495 3.047 0.033 0.025 0.016 -0.362
C -4.446 -2.606 4.006 -0.015 0.017 0.000 -0.416
C -2.911 -1.350 2.552 -0.061 -0.067 0.014 0.679
O -1.945 -1.298 1.762 0.019 0.070 -0.058 -0.701
C -3.621 -0.062 2.950 -0.021 0.007 -0.025 -0.155
O -2.941 0.941 2.254 0.101 -0.003 0.129 -0.541
C -3.481 2.225 2.237 -0.032 -0.028 -0.022 -0.153
C -2.644 2.970 1.210 -0.053 0.113 -0.058 0.686
O -1.689 2.390 0.635 0.038 -0.120 0.031 -0.721
N -2.951 4.217 0.917 0.040 -0.043 -0.005 -0.349
C -2.200 4.962 -0.093 0.002 0.003 0.004 -0.424
C -4.034 4.965 1.550 -0.021 -0.008 0.012 -0.416
H -2.238 -4.177 3.614 -0.007 0.001 -0.002 0.220
H -1.930 -3.587 1.966 0.002 -0.001 -0.004 0.237
H -3.434 -4.458 2.336 0.008 -0.001 -0.003 0.224
H -4.058 -2.900 4.981 -0.005 -0.005 -0.001 0.225
H -5.144 -3.368 3.661 -0.001 0.002 0.003 0.231
H -4.988 -1.672 4.110 0.000 -0.009 0.003 0.214
H -3.571 0.090 4.034 -0.002 -0.007 -0.014 0.214
H -4.674 -0.108 2.648 0.004 0.003 -0.001 0.213
H -3.415 2.712 3.217 0.000 0.000 -0.013 0.216
H -4.530 2.214 1.919 -0.002 0.005 0.015 0.215
H -1.539 4.292 -0.629 0.003 -0.001 -0.006 0.242
H -1.621 5.750 0.390 0.000 -0.003 -0.003 0.221
H -2.904 5.418 -0.787 0.004 -0.001 0.000 0.227
H -4.503 4.401 2.349 0.002 0.008 -0.001 0.216
H -4.788 5.218 0.805 0.000 0.000 0.004 0.229
H -3.632 5.886 1.970 -0.004 0.000 -0.004 0.231
C 2.507 -3.108 1.208 -0.013 0.008 0.000 -0.106
C 2.566 -2.070 2.123 -0.002 0.009 0.004 -0.219
C 1.633 -1.056 2.043 0.055 0.023 0.057 0.072
N 0.670 -1.062 1.115 0.003 0.105 -0.096 -0.501
C 0.591 -2.073 0.242 0.008 -0.071 -0.025 0.051
C 1.499 -3.110 0.255 -0.003 -0.013 0.014 -0.222
H 3.237 -3.905 1.236 -0.001 -0.003 0.002 0.250
H 3.330 -2.030 2.885 0.003 0.008 -0.006 0.254
H 1.650 -0.220 2.728 0.017 0.010 -0.010 0.222
H -0.221 -2.038 -0.472 0.000 0.002 -0.004 0.225
H 1.414 -3.900 -0.477 0.001 0.004 -0.006 0.251
C 1.342 -3.017 -5.869 -0.004 -0.021 -0.012 -0.641
C 2.053 -2.296 -4.761 0.049 0.005 0.001 0.023
C 1.341 -1.744 -3.699 0.026 0.002 0.022 -0.172
C 1.992 -1.060 -2.685 -0.017 0.110 0.004 -0.204
C 3.372 -0.924 -2.736 0.104 -0.051 -0.049 -0.397
C 4.106 -1.463 -3.787 -0.003 -0.007 0.036 -0.141
C 3.442 -2.147 -4.787 -0.059 -0.018 -0.010 -0.203
S 4.226 -0.060 -1.475 0.061 0.027 0.080 2.336
O 5.555 -0.557 -1.324 -0.044 0.035 -0.088 -0.905
O 3.354 0.004 -0.321 -0.278 0.019 0.035 -1.002
N 4.368 1.465 -2.084 -0.129 0.013 0.160 -0.863
C 3.219 2.344 -2.024 0.068 0.078 -0.049 -0.228
C 2.887 2.934 -0.634 -0.176 -0.293 0.047 -0.502
C 1.836 2.129 0.140 0.533 0.448 -0.143 0.794
O 2.153 2.106 1.374 -0.199 -0.185 0.133 -0.156
O 0.782 1.697 -0.331 0.100 -0.186 -0.013 -0.634
H 0.447 -3.518 -5.505 -0.008 0.003 -0.006 0.224
H 1.988 -3.758 -6.336 -0.004 0.002 -0.004 0.234
H 1.036 -2.311 -6.643 0.001 0.000 -0.002 0.241
H 0.264 -1.854 -3.668 -0.021 0.007 -0.009 0.208
H 1.444 -0.621 -1.860 0.021 -0.023 -0.036 0.218
H 5.183 -1.360 -3.807 -0.004 0.000 0.015 0.250
H 4.008 -2.579 -5.602 -0.001 -0.001 -0.002 0.234
H 5.276 1.863 -1.872 0.002 -0.017 -0.081 0.427
H 2.350 1.825 -2.431 0.004 0.003 -0.020 0.234
H 3.422 3.190 -2.681 -0.007 -0.031 -0.025 0.246
H 2.438 3.926 -0.719 -0.011 0.022 -0.056 0.265
H 3.793 3.031 -0.035 -0.036 0.017 0.043 0.264
```
Positions in Å, forces in eV/Å.

Results
- HOMO level (spin up / spin down): -0.5028 / -0.5026 Eh
- E_LUMO (spin up / spin down): -4.79 / -8.85 eV
- Multiplicity: 3
- Net charge: +2
- HOMO-LUMO gap (spin up / spin down): 8.9 / 4.8 eV


Quick rundown of max |F|, same order as above: 0.012, 0.075, 0.015, 0.014 hartree/bohr